(1)
Below is a 3-piece molecular cluster, C4H11NO2 overall, with properties calculated with ωB97M-V/def2-TZVPD.

Last column: Löwdin charge in e.
Positions of all 18 atoms, in Å:
C 3.102 1.181 0.435  0.005
C 1.760 0.871 0.300  -0.184
C 1.030 -0.405 0.400  -0.154
C 0.845 -1.199 -0.661  -0.193
N 0.107 -2.400 -0.463  0.019
H 3.701 1.343 -0.453  0.049
H 3.520 1.287 1.444  0.051
H 1.166 1.562 -0.328  0.084
H 0.726 -0.669 1.407  0.102
H 1.126 -0.838 -1.641  0.110
H -0.752 -2.492 -0.975  0.060
H 0.129 -2.694 0.489  0.065
O -3.417 -0.429 -0.018  -0.040
H -4.367 -0.468 -0.125  0.040
H -2.959 -0.954 -0.671  0.025
O -1.816 2.413 0.509  -0.059
H -2.535 1.784 0.628  0.008
H -1.366 2.108 -0.276  0.013

## Properties
DFT total energy	-364.08979	Ha
2S+1	1
energy above the lowest of the compared OMol25 structures with the same formula, charge and spin	468.35	kJ/mol
structure (SMILES)	C=C/C=C/N.O.O
highest occupied orbital energy	-0.2874	Ha
HOMO-LUMO gap	8.139	eV



(2)
Below is a 5-piece molecular cluster, CH10O6 overall, with properties calculated with ωB97M-V/def2-TZVPD.

Last column: Löwdin charge in e.
Positions of all 17 atoms, in Å:
O -1.176 2.477 1.421  0.084
C -1.446 2.056 0.349  -0.429
O -0.557 1.715 -0.585  0.052
H -2.478 1.976 -0.031  0.139
H -0.734 0.914 -1.109  0.045
O -1.217 -1.674 0.916  -0.051
H -0.398 -1.999 0.550  -0.011
H -0.979 -1.159 1.692  0.055
O 1.557 -2.662 0.449  -0.059
H 1.862 -3.489 0.020  0.065
H 2.275 -2.154 0.038  0.027
O 3.213 0.060 -0.377  -0.041
H 3.951 0.640 -0.506  0.027
H 2.559 0.688 -0.052  0.043
O -1.085 -0.653 -1.800  -0.051
H -0.746 -1.423 -2.290  0.077
H -1.546 -1.079 -1.067  0.027

## Properties
DFT total energy	-495.54352	Ha
2S+1	1
energy above the lowest of the compared OMol25 structures with the same formula, charge and spin	84.71	kJ/mol
structure (SMILES)	O=CO.O.O.O.O
highest occupied orbital energy	-0.3838	Ha
HOMO-LUMO gap	10.746	eV



(3)
Below is the molecule HNO2S, with properties calculated with ωB97M-V/def2-TZVPD.

Last column: Löwdin charge in e.
Positions of all 5 atoms, in Å:
O 3.542 0.050 -0.190  0.103
N 2.655 -0.116 0.509  0.007
O 1.260 0.050 -0.383  -0.679
S 0.249 -1.136 0.254  0.668
H 0.952 -2.327 -0.190  -0.100

## Properties
DFT total energy	-603.88579	Ha
2S+1	1
energy above the lowest of the compared OMol25 structures with the same formula, charge and spin	196.02	kJ/mol
structure (SMILES)	O=NOS
highest occupied orbital energy	-0.3409	Ha
HOMO-LUMO gap	8.436	eV



(4)
Below is the molecule C6H7ClN2S, with properties calculated with ωB97M-V/def2-TZVPD.

Last column: Mulliken spin population.
Positions of all 17 atoms, in Å:
C -0.955 0.580 -0.684  0.397
C -1.930 -1.347 -0.487  0.519
C -0.732 2.896 -1.815  0.058
C 0.166 2.909 -0.546  0.010
C -0.088 1.643 -1.312  0.064
C -2.755 -2.511 -0.806  0.014
N -1.283 -0.593 -1.353  -0.160
N -1.169 0.585 0.628  0.547
S -2.075 -0.686 1.115  0.441
Cl 1.186 0.956 -2.402  0.029
H -1.786 3.006 -1.948  -0.009
H -0.043 3.271 -2.596  0.006
H 1.155 3.341 -0.791  -0.001
H -0.296 2.896 0.393  0.004
H -3.701 -1.973 -1.143  0.058
H -2.269 -3.042 -1.767  0.013
H -2.829 -3.138 0.058  0.009

## Properties
DFT total energy	-1200.52650	Ha
2S+1	3
highest occupied orbital energy (alpha / beta)	-0.2136 / -0.3745	Ha
HOMO-LUMO gap (alpha / beta)	6.490 / 7.065	eV
⟨S²⟩	2.030